The molecule C8H9NO3. Source: the Open Molecules 2025 dataset; level of theory: ωB97M-V/def2-TZVPD.

XYZ file:
```
21
Properties=species:S:1:pos:R:3:forces:R:3:nbo_charge:R:1
C 1.77712 2.26646 -0.30346 -1.4 -1.1 -0.7 -0.246
O 1.70812 1.33834 0.76472 -0.3 -3.1 -0.2 -0.548
C 0.91027 0.14705 0.50452 -0.1 1.5 1.0 0.184
C -0.45559 0.18076 0.79161 1.1 -2.9 -1.9 -0.195
C -1.18638 -0.97997 0.38884 0.0 0.5 0.1 -0.135
C -2.71721 -0.75961 0.37007 3.3 -1.4 -1.1 0.054
N -3.34385 0.20601 -0.13965 -2.4 1.0 0.5 -0.137
O -2.72255 1.37470 -0.63091 0.8 -0.1 0.8 -0.582
C -0.51854 -2.17387 -0.06257 0.8 0.3 0.8 -0.181
C 0.91763 -2.24575 -0.19341 -2.9 0.9 0.2 -0.282
C 1.53584 -1.01601 0.01001 0.1 -0.3 -0.7 0.324
O 2.79558 -0.93480 -0.44842 1.6 2.0 1.4 -0.667
H 0.96171 2.04216 -1.02362 0.4 0.5 0.3 0.186
H 2.70229 2.30711 -0.84156 0.8 -0.4 -0.2 0.171
H 1.63745 3.15892 0.21632 -0.4 2.0 0.2 0.189
H -1.02967 1.00167 1.11510 0.0 1.1 0.4 0.236
H -3.25472 -1.68190 0.60335 -0.6 0.6 0.0 0.201
H -3.26272 2.14774 -0.32370 0.2 -1.5 -0.4 0.484
H -1.04246 -3.12002 -0.23558 -0.3 0.6 -0.1 0.218
H 1.44694 -3.15556 -0.56084 -0.5 1.1 0.4 0.241
H 3.14072 -0.10342 -0.00081 -0.1 -1.2 -0.9 0.486
```
Forces are in eV/Å.

## Properties
LUMO level (hartree): 0.026
HOMO level (eV): -8.50
Frontier orbital gap (eV): 9.22
Total charge: 0

A cluster of 2 separate species, C8H9NOS in total. Source: the Open Molecules 2025 dataset; level of theory: ωB97M-V/def2-TZVPD.

XYZ file:
```
20
Properties=species:S:1:pos:R:3:forces:R:3:nbo_charge:R:1
C -2.89603 -0.73359 -0.79452 5.8 2.2 2.0 -0.179
C -2.07997 -0.16085 -1.84919 -2.1 0.3 1.2 -0.211
C -2.41796 -0.66729 0.57833 0.1 -0.3 -1.7 -0.202
C -0.96322 0.62195 -1.54888 0.9 -1.7 -0.3 -0.174
C -1.22562 0.00553 0.80238 -0.5 -0.3 -1.7 -0.183
C -0.44069 0.56601 -0.21265 -3.2 0.7 -1.1 -0.148
C 2.38460 -0.08343 0.63445 -0.8 1.6 -3.1 -0.077
C 0.61491 1.41513 0.10128 5.6 -0.4 0.3 -0.268
N 2.35181 -0.92413 1.66986 -1.9 3.3 1.5 -0.821
O 4.73789 -0.64641 -0.31330 -0.4 -0.3 -0.7 -0.973
S 3.42809 -0.01063 -0.70162 -0.4 -0.1 2.8 0.927
H -3.84688 -0.99317 -0.89742 -3.8 -1.7 -1.1 0.201
H -2.52834 -0.17588 -2.85753 0.5 0.1 0.5 0.219
H -2.88565 -1.17841 1.45128 -0.1 0.7 -1.0 0.223
H -0.40612 1.12651 -2.38962 -0.6 -0.5 1.2 0.223
H -0.92813 0.28834 1.75189 0.6 -0.2 2.1 0.200
H 0.89929 1.94079 1.03701 -1.0 -0.5 -0.7 0.234
H 1.17407 1.79543 -0.79156 -0.6 0.0 1.0 0.217
H 2.12509 -0.47725 2.58694 0.1 -0.8 -1.2 0.395
H 2.90289 -1.70863 1.74288 1.8 -2.0 -0.2 0.399
```
Forces are in eV/Å.

## Properties
LUMO level (alpha / beta) (hartree): -0.028 / -0.028
HOMO level (alpha / beta) (eV): -7.30 / -7.30
Frontier orbital gap (alpha / beta) (eV): 6.55 / 6.55
Total charge: 0

The molecule C8H9NOS. Source: the Open Molecules 2025 dataset; level of theory: ωB97M-V/def2-TZVPD.

XYZ file:
```
20
Properties=species:S:1:pos:R:3:forces:R:3:nbo_charge:R:1
C -1.80439 -1.65839 1.02737 0.3 -0.3 1.0 -0.767
S -0.19514 -1.86451 0.18791 -1.4 -2.2 -2.9 1.293
O -0.62399 -2.91191 -1.09036 1.3 3.7 4.0 -0.951
C 0.83011 -1.25580 1.66923 -0.9 -0.8 -0.9 -0.315
N 1.67435 -0.29701 1.25229 -2.1 0.9 -0.9 -0.544
C 1.16224 0.48922 0.18089 -1.4 0.1 -0.3 0.122
C 1.39236 1.86362 -0.13268 0.9 0.3 0.1 -0.220
C 0.61754 2.50168 -1.13004 0.9 -0.2 1.6 -0.209
C -0.35143 1.71232 -1.78353 -0.5 0.8 0.2 -0.210
C -0.72078 0.38774 -1.45076 1.6 1.7 -0.1 -0.207
C 0.08296 -0.20224 -0.46397 0.1 -0.1 0.3 -0.243
H -2.25477 -0.98418 0.33906 -1.0 0.3 -0.5 0.228
H -2.31624 -2.64273 1.05477 0.3 0.8 0.0 0.252
H -1.73245 -1.10528 2.01706 0.2 -1.1 -1.3 0.246
H 1.12810 -2.13359 2.24764 0.7 0.6 0.3 0.203
H 2.61648 -0.30915 1.41250 2.9 0.0 0.4 0.391
H 2.19333 2.51335 0.35292 -1.1 -1.3 -0.3 0.227
H 0.77307 3.66230 -1.18355 -0.6 -2.6 -0.6 0.237
H -0.90530 2.27091 -2.51371 -0.5 -0.2 -0.4 0.214
H -1.56605 -0.03633 -1.99301 0.4 -0.4 0.4 0.254
```
Forces are in eV/Å.

## Properties
LUMO level (hartree): 0.009
HOMO level (eV): -7.40
Frontier orbital gap (eV): 7.64
Total charge: 0

A structure of composition C8H9NRuS2. Source: the Open Molecules 2025 dataset; level of theory: ωB97M-V/def2-TZVPD.

XYZ file:
```
21
Properties=species:S:1:pos:R:3:forces:R:3:mulliken_spin:R:1
Ru -0.67819 -0.07139 -1.96854 0.4 1.3 0.4 2.738
C 0.44792 0.40348 -5.00568 0.1 -0.8 0.1 0.021
H 0.09565 0.63879 -3.88521 0.4 -0.1 -1.7 0.002
H 0.77045 -0.64543 -5.11926 -0.6 0.1 0.5 -0.001
H 1.39950 0.91870 -5.18789 -0.6 0.6 0.3 0.000
H -0.32503 0.59172 -5.78859 0.5 0.2 1.1 0.001
H -1.46282 0.84123 -0.95107 -0.2 0.4 -0.4 -0.010
S -0.33815 -2.35978 -1.85499 0.2 -1.5 0.5 0.569
C -0.23174 -1.89268 -0.22836 0.0 0.1 1.5 0.005
N -0.04752 -0.55969 -0.07071 -0.3 1.6 -0.3 0.061
C -0.02371 -0.04713 1.22443 0.2 -1.3 -2.6 0.179
C 0.16715 1.26481 1.62620 0.0 0.4 0.4 0.019
C 0.24092 1.49265 2.99015 0.1 1.2 -1.7 0.085
C 0.09213 0.46537 3.92612 -0.1 -1.0 0.3 0.209
C -0.11300 -0.84685 3.48562 0.0 -0.3 0.6 -0.036
C -0.15225 -1.10187 2.12966 -0.3 -1.5 1.0 0.149
S -0.40343 -2.66341 1.32929 0.3 0.3 -0.2 0.009
H 0.24234 1.99896 0.83466 0.1 0.4 0.4 -0.005
H 0.41584 2.50429 3.31780 0.0 0.1 0.2 0.002
H 0.13508 0.71371 4.99218 0.0 -0.3 -0.4 0.001
H -0.23115 -1.64549 4.20421 0.0 0.0 0.0 0.002
```
Forces are in eV/Å.

## Properties
LUMO level (alpha / beta) (hartree): -0.352 / -0.433
HOMO level (alpha / beta) (eV): -17.08 / -17.17
Frontier orbital gap (alpha / beta) (eV): 7.51 / 5.38
Multiplicity: 5
Total charge: +2
Expectation value of S²: 6.05

Result set for relative energy (zero: lowest compared OMol25 entry of this formula, charge and spin): 92.5, 127.3, 130.8, 0.0 kcal per mole, one per record in the order listed.
Result set for calculated total energy: -590.591409, -838.241898, -838.236385, -1255.439572 a.u., one per record in the order listed.